[1]
Formula: C39H42F11N9O3Pt
Source: the Open Molecules 2025 dataset
Level of theory: ωB97M-V/def2-TZVPD

Element x y z (Å)
Pt 0.483730 -0.079809 -2.421492
C 3.515628 0.483081 -1.251379
N 2.877377 0.035438 -2.493184
C 3.347929 -1.303755 -2.875591
C 2.474089 -2.391221 -2.265727
N 1.115550 -2.194730 -2.744553
C 0.315315 -3.242628 -2.994291
C 0.401431 -4.503836 -2.343170
F 1.327561 -4.704214 -1.402744
C -0.527891 -5.492288 -2.542768
F -0.454088 -6.625911 -1.856646
C -1.581815 -5.290015 -3.429630
F -2.473776 -6.238418 -3.617231
C -1.692337 -4.084486 -4.111933
F -2.680876 -3.902549 -4.975996
C -0.774000 -3.090679 -3.891643
F -0.872859 -1.970346 -4.591410
C 3.056039 1.022302 -3.557660
C 2.366484 2.348053 -3.229066
N 1.110692 2.129515 -2.520386
C 0.363911 3.161311 -2.109782
C -0.684634 2.919154 -1.172043
F -0.812789 1.712386 -0.626133
C -1.550532 3.898486 -0.753642
F -2.498930 3.617688 0.133173
C -1.420367 5.196661 -1.237594
F -2.252501 6.137099 -0.839777
C -0.402557 5.496352 -2.137728
F -0.292417 6.726515 -2.616933
C 0.466091 4.513924 -2.552324
F 1.382563 4.862956 -3.454035
H 4.583244 0.673226 -1.417087
H 3.388949 -0.274680 -0.485291
H 3.038981 1.392253 -0.888581
H 4.384124 -1.451349 -2.552084
H 3.330160 -1.389840 -3.962116
H 2.477527 -2.303213 -1.174473
H 2.869463 -3.368055 -2.538891
H 2.631081 0.609120 -4.472815
H 4.120232 1.222787 -3.743642
H 2.189688 2.866366 -4.171356
H 3.008427 3.002781 -2.633811
F 2.917316 0.933879 4.453332
C 1.834969 0.218386 4.080324
C 1.591666 -0.001469 2.754757
C 0.489858 -0.770631 2.369932
C 0.250364 -0.997673 0.926762
O 1.100384 -0.608172 0.111498
C -0.963153 -1.700288 0.627525
C -1.701814 -2.217956 1.651989
N -1.429945 -2.080460 2.965188
C -2.317800 -2.661918 3.949591
C -1.809082 -3.788991 4.803197
C -2.819873 -4.053974 3.728011
C -0.345735 -1.311552 3.354651
C -0.085847 -1.052864 4.708815
C 0.997883 -0.287025 5.081734
N 1.254904 -0.066718 6.472159
C 1.642056 1.278815 6.885284
C 1.198637 1.452379 8.346110
N 1.117761 0.083267 8.971909
C 2.290607 -0.759910 8.565371
C 2.148321 -1.065078 7.065621
C -1.517285 -2.000599 -0.750356
O -2.218277 -3.000956 -0.871757
O -1.269711 -1.189998 -1.715823
H 2.247516 0.401060 1.995018
H -2.578808 -2.801753 1.410111
H -2.996331 -1.946308 4.398682
H -2.128596 -3.824728 5.835525
H -0.798441 -4.125579 4.613346
H -3.840945 -4.258708 4.013347
H -2.476829 -4.581768 2.849084
H -0.740104 -1.436489 5.478175
H 1.133662 2.013093 6.265187
H 2.717072 1.457220 6.788549
H 0.212863 1.902303 8.437352
H 1.912927 2.031020 8.927985
H 0.269465 -0.366293 8.623314
H 1.047642 0.156844 9.986173
H 2.300226 -1.660916 9.173054
H 3.180722 -0.176558 8.791277
H 1.715473 -2.052815 6.911584
H 3.145773 -1.057464 6.610332
C -0.009361 1.957644 -5.798679
N -1.066499 2.487797 -4.954408
C -1.421920 3.874370 -5.193021
C -1.778414 1.664117 -4.138807
N -1.241896 0.584254 -3.653870
N -3.064494 2.045485 -3.840708
C -3.983402 2.397663 -4.922927
C -3.724808 1.422569 -2.702189
H -0.312229 1.982628 -6.849523
H 0.209179 0.932800 -5.513673
H 0.892295 2.567035 -5.704611
H -0.509803 4.476581 -5.206736
H -2.074313 4.237437 -4.402193
H -1.921434 4.019434 -6.154893
H -1.932052 -0.047874 -3.259946
H -3.446156 2.536280 -5.856718
H -4.528782 3.312153 -4.685766
H -4.704777 1.590014 -5.069853
H -3.029347 1.307507 -1.872907
H -4.138119 0.438150 -2.949738
H -4.547009 2.065909 -2.389311

Cartesian forces (eV/Å) of the 2 atoms listed first:
0.517 -0.330 0.000
-0.003 -0.015 0.025

Computed properties:
- Net charge: +2
- Relative energy (zero: lowest compared OMol25 entry of this formula, charge and spin): 42.5 kJ/mol
- E_tot: -93798.1070 eV
- Frontier orbital gap (alpha / beta): 7.227 / 5.956 eV
- HOMO energy (alpha / beta): -11.746 / -12.242 eV
- Spin multiplicity: 5

[2]
Formula: C4H11N2
Source: the Open Molecules 2025 dataset
Level of theory: ωB97M-V/def2-TZVPD

Element x y z (Å)
N -1.803110 0.360435 -1.650334
C -1.348696 0.845025 -0.457735
C -1.046538 0.198455 0.705813
C 0.332060 0.235961 1.430159
C 1.569898 0.093038 0.517341
N 1.186862 -1.035630 -0.537517
H -1.887738 -0.636548 -1.790424
H -2.548565 0.908991 -2.065280
H -1.227159 1.934980 -0.500146
H -1.631585 -0.514826 1.282852
H 0.460948 1.135943 2.036116
H 0.257811 -0.630952 2.077376
H 1.884404 0.926490 -0.101689
H 2.437308 -0.198961 1.123597
H 1.211295 -0.579624 -1.441493
H 0.251436 -1.292067 -0.192645
H 1.901368 -1.750708 -0.435999

Cartesian forces (eV/Å) of the 2 atoms listed first:
-1.097 -0.024 0.555
0.254 0.750 0.500

Computed properties:
- Net charge: +1
- Relative energy (zero: lowest compared OMol25 entry of this formula, charge and spin): 286.0 kJ/mol
- E_tot: -7297.9842 eV
- Frontier orbital gap: 8.473 eV
- HOMO energy: -11.909 eV
- SMILES string: N/C=C/CC[NH3+]
- Spin multiplicity: 1

[3]
Formula: C12H17N
Source: the Open Molecules 2025 dataset
Level of theory: ωB97M-V/def2-TZVPD

Element x y z (Å)
C 0.142689 -0.244968 -2.650629
C 0.932128 0.032514 -1.395512
C 1.819008 1.056967 -1.195501
N 2.301647 1.102295 0.092857
C 1.708646 0.033242 0.785347
C 1.793003 -0.223318 2.185794
C 0.956765 -1.243411 2.562625
C 0.137484 -1.995418 1.696236
C 0.057597 -1.705586 0.305054
C 0.834128 -0.605137 -0.027072
H 0.020997 0.748471 -3.200567
H -0.799205 -0.764752 -2.491359
H 0.863974 -0.991854 -3.212556
H 2.160646 1.865803 -1.879415
H 2.324658 2.038330 0.548762
H 2.303465 0.241174 2.996630
H 0.952579 -1.637585 3.587849
H -0.417417 -2.800962 2.204127
H -0.471521 -2.271749 -0.334205
C -2.218172 1.766270 0.300049
C -2.770261 0.451497 -0.202924
C -3.488164 0.569410 -1.571122
H -2.067096 1.818996 1.334754
H -1.193628 1.838992 0.099435
H -2.719005 2.697296 0.161728
H -3.630956 0.387162 0.640556
H -1.896358 -0.320561 -0.274040
H -3.691098 -0.395688 -2.053040
H -2.884834 1.424970 -2.015270
H -4.395830 1.053523 -1.517459

Cartesian forces (eV/Å) of the 2 atoms listed first:
2.553 -0.485 -0.905
0.174 0.971 1.958

Computed properties:
- Net charge: 0
- Relative energy (zero: lowest compared OMol25 entry of this formula, charge and spin): 265.0 kJ/mol
- E_tot: -14207.5905 eV
- Frontier orbital gap: 8.833 eV
- HOMO energy: -7.909 eV
- SMILES string: Cc1c[nH]c2ccccc12.CCC
- Spin multiplicity: 1

Question: Which of these has the highest net charge?
Answer: C39H42F11N9O3Pt